The following is a quantum chemistry calculation of 2 unconnected molecules or ions with the total composition C9H10N2O2S, from OMol25.

Lowest unoccupied orbital energy (alpha / beta) in eV: -2.459 / -2.459
Orbital gap (alpha / beta) in eV: 5.963 / 5.963
M in g/mol: 210.3
Energy relative to the best compared isomer or geometry (same formula, charge and spin) in kcal/mol: 204.5
Multiplicity: 1

Last column: Mulliken charge in e.
Cartesian coordinates (Å):
C (3.6477, -0.2552, 0.7830)  -0.5652
C (2.8857, 0.9600, 0.7583)  -0.4806
C (3.2164, -1.3536, -0.0087)  -0.4039
C (1.8875, 1.1079, -0.1606)  -0.2354
C (2.2022, -1.2048, -0.9367)  -0.2430
C (1.5199, 0.0519, -0.9974)  0.3780
C (-3.6032, 0.7806, 0.8496)  -0.6120
C (-3.2048, 1.4074, -0.4566)  -0.6528
C (-2.6636, 0.0962, -0.1947)  0.1059
N (-1.3505, -0.0260, 0.1953)  -0.4046
N (-0.7848, -1.3070, 0.1349)  1.0245
O (-1.2427, -2.2480, -0.4811)  -0.6406
O (0.2775, -1.3569, 0.7359)  -0.5550
S (0.0788, 0.3303, -1.9693)  -0.0409
H (4.4476, -0.2953, 1.3899)  0.5101
H (3.1599, 1.6316, 1.6190)  0.2751
H (3.6919, -2.2778, -0.0218)  0.4513
H (1.1093, 1.9151, -0.0917)  0.2824
H (2.0009, -2.1334, -1.5697)  0.2814
H (-3.1964, 1.0945, 1.7601)  0.3043
H (-4.4333, 0.1299, 1.0277)  0.2524
H (-3.8606, 1.4561, -1.2611)  0.2499
H (-2.6037, 2.2996, -0.5451)  0.1956
H (-3.1818, -0.8030, -0.5592)  0.5230

Cartesian forces, eV/Å:
C -4.243 0.058 -3.014
C 1.901 -1.010 1.461
C 0.341 2.601 0.093
C -1.636 0.965 1.046
C -0.559 -0.412 -0.479
C -0.704 -0.775 -1.674
C 0.373 -0.465 -1.110
C -0.545 1.028 0.391
C -0.454 -2.378 0.820
N 2.073 0.179 -1.663
N 0.278 0.291 0.515
O -0.902 0.025 -0.163
O 0.004 -0.159 0.576
S 0.393 -0.477 1.924
H 2.592 -0.469 2.140
H -0.647 -0.134 -1.461
H 1.038 -1.382 0.401
H 1.324 -0.488 -0.205
H -0.271 1.819 0.741
H 0.951 0.736 0.915
H -0.880 0.295 -0.451
H -1.587 -0.219 -1.121
H 0.596 -0.169 0.826
H 0.568 0.537 -0.510